Run a
DFT (ωB97M-V/def2-TZVPD) results for a 2-piece molecular cluster, C3H13N2O overall.

- LUMO: -3.19 eV
- Charge: +1
- Highest occupied orbital energy: -14.38 eV

Element x y z (Å)
H1 -0.04270 0.23600 1.61811
H2 0.41434 1.59379 -1.72485
C1 0.81859 0.53399 -1.75964
O1 1.77035 -0.39906 2.76020
H3 0.77767 1.44290 0.62359
N1 -0.02680 0.72407 0.66514
H4 -2.29045 0.07170 -1.96742
H5 0.61229 -0.09766 -2.60800
H6 -0.99272 -1.64232 -1.69333
H7 -0.82409 1.45176 0.22136
H8 2.44293 -0.28832 2.10923
H9 -1.59506 -1.61166 0.16043
N2 -1.96831 0.22338 -0.99046
C2 -1.16805 -0.93820 -0.70800
C3 0.22307 -0.25935 -0.46980
H10 1.82655 0.91706 -1.60222
H11 -2.87776 0.32663 -0.60800
H12 0.97768 -1.04498 -0.22179
H13 2.13260 -0.81316 3.51318

Run b
DFT (ωB97M-V/def2-TZVPD) results for a 2-piece molecular cluster, C3H13N2O overall.

- LUMO: -3.25 eV
- Charge: +1
- Highest occupied orbital energy: -13.95 eV

Element x y z (Å)
H1 1.73107 0.43663 -0.32217
H2 1.66988 -0.78282 -1.60294
H3 -1.92088 -0.91640 -1.87979
N1 0.94286 -1.45885 0.16650
H4 0.86970 0.80685 2.42289
H5 -0.15210 0.65267 -2.18574
H6 0.11401 2.22717 -0.12023
O1 0.17746 0.35443 2.91720
C1 -0.62838 1.42705 -0.21458
H7 0.17356 0.81198 3.77285
H8 0.76052 -1.10470 1.09762
H9 1.69067 -2.12970 0.16041
N2 -1.26854 -0.78033 -1.09862
H10 -1.53815 1.94492 -0.53840
H11 -0.72730 -1.66096 -1.15568
H12 -1.82738 -0.81540 -0.24577
C2 -0.23178 0.31123 -1.16444
C3 1.11511 -0.36335 -0.77032
H13 -0.95034 1.03960 0.76122

Most stable: run b